Record 1
20
Properties=species:S:1:pos:R:3:forces:R:3:lowdin_spin:R:1 method="wB97M-V/def2-TZVPD" spin_multiplicity=2 lumo_ev="-4.30 / -8.83" s2=0.778 gap_ev="9.967 / 5.311" homo_ha="-0.524 / -0.520" charge=+1
N -1.32706 -0.79606 2.35942 1.36 0.09 -1.65 0.01
C 0.12867 -0.86020 1.89472 -1.24 0.86 3.59 0.01
C 0.23466 -1.13908 0.45058 0.40 -3.01 -0.50 -0.01
N 1.05982 -0.29498 -0.34656 -1.60 1.58 -1.72 0.50
C 0.78129 -0.27692 -1.79900 0.86 -3.46 -0.77 0.06
C 1.74676 0.84643 0.20001 3.50 0.56 0.31 0.07
O -0.22750 -2.19278 -0.02012 0.72 2.75 0.33 0.27
H -1.62840 0.17832 2.31153 -0.12 -0.28 -0.01 0.00
H -1.79009 -1.30600 1.60918 -0.80 -0.07 0.55 0.00
H 0.58038 0.08685 2.27819 -0.06 -0.97 -0.65 0.00
H 0.51725 -1.71293 2.51506 0.23 0.64 -1.07 0.00
H 0.35301 -1.30162 -2.07669 0.34 1.39 0.65 0.00
H 1.72783 -0.25407 -2.37014 -0.15 0.46 0.60 0.02
H 0.11278 0.44853 -2.23498 -0.40 0.84 0.70 0.03
H 2.28588 0.58669 1.14993 -1.01 0.14 -0.63 0.01
H 2.66250 1.12786 -0.46084 -1.87 -0.55 0.51 0.02
H 1.18274 1.79969 0.33418 -0.23 -0.89 -0.24 0.04
H -2.91335 1.95129 -2.71667 -0.58 -0.70 0.04 0.00
H -2.88048 1.19314 -1.26456 -0.83 -0.60 -0.50 0.00
O -2.60669 1.91586 -1.81322 1.46 1.21 0.47 0.00

Record 2
21
Properties=species:S:1:pos:R:3:forces:R:3:lowdin_charge:R:1 method="wB97M-V/def2-TZVPD" lumo_ev=0.76 gap_ev=9.676 homo_ha=-0.328 charge=0
C -0.97319 -1.80666 1.34642 0.06 0.06 0.09 -0.06
N -0.79933 -0.51157 0.72648 0.60 1.07 -0.03 -0.24
N -2.03853 0.13009 0.46645 0.43 0.19 -0.03 0.08
C 0.27044 0.36092 1.08059 -1.61 -1.18 3.71 -0.57
O 0.12576 1.46561 1.58272 0.32 -0.32 -1.40 0.06
O 1.39397 -0.38721 1.38929 -0.27 0.27 -1.22 0.07
H -0.01035 -2.22810 1.61851 -0.02 -0.04 -0.11 0.08
H -1.58609 -1.71787 2.24797 -0.02 -0.07 0.06 0.09
H -1.49480 -2.45652 0.64197 0.07 -0.07 0.07 0.08
H -1.90808 0.63948 -0.40846 -0.05 -0.13 0.15 0.08
H -2.16336 0.85877 1.17066 -0.02 -0.08 0.04 0.09
H 1.97978 0.18717 1.89882 -0.14 0.18 -0.09 0.12
C 1.17569 1.83785 -1.36409 0.25 -0.52 -0.28 -0.13
O 0.18340 0.88534 -1.07325 -0.96 -3.25 -0.86 -0.31
C 0.32549 -0.70388 -1.63874 1.74 3.83 -0.55 0.09
H 0.81462 2.79831 -0.98621 -0.05 -0.21 0.08 0.10
H 1.34195 1.94992 -2.43946 0.16 -0.09 -0.02 0.08
H 2.10455 1.58156 -0.84165 0.13 0.14 -0.21 0.09
H -0.56986 -1.31223 -1.70573 -0.31 0.72 0.59 0.08
H 1.15043 -1.13864 -1.08038 -0.31 -0.06 0.20 0.07
H 0.67749 -0.43234 -2.63192 -0.01 -0.43 -0.20 0.07

Record 3
21
Properties=species:S:1:pos:R:3:forces:R:3:lowdin_charge:R:1 method="wB97M-V/def2-TZVPD" lumo_ev=0.72 gap_ev=10.186 homo_ha=-0.348 charge=0
C -1.61779 1.51612 2.09371 -2.72 -2.43 -0.87 -0.03
C -1.25357 0.34314 1.06633 0.73 0.71 -0.88 -0.36
O -2.39820 -0.29898 0.51527 -1.71 0.23 1.35 -0.09
C -0.52852 0.67523 -0.30518 -3.37 4.72 0.56 -0.21
N -0.42196 -0.43687 -1.10623 1.13 -4.13 -0.85 0.03
C 0.82948 -0.98848 -1.13406 -0.52 -2.52 -1.57 -0.58
N 1.03124 -2.41860 -1.11337 -0.82 1.58 0.21 0.13
O 1.76720 -0.26083 -1.27175 2.08 0.57 0.61 0.06
H -2.18140 2.43288 1.75979 1.18 -0.83 -0.25 0.09
H -2.43880 0.94447 2.67302 1.30 0.98 -0.22 0.10
H -0.80082 1.68688 2.75107 0.59 0.51 0.45 0.05
H -0.70627 -0.45684 1.68454 -0.39 1.17 -1.01 0.16
H -3.14261 0.28817 0.73435 0.14 -0.58 -0.31 0.10
H -1.17729 1.34813 -1.03674 0.16 -0.57 2.38 0.16
H 0.24981 1.41317 -0.16850 1.19 -0.95 -0.31 0.10
H -1.18884 -1.12275 -1.09880 0.34 0.96 0.43 0.15
H 1.99923 -2.58371 -0.88489 -0.14 -0.53 -0.55 0.08
H 0.42162 -3.15229 -1.50299 0.63 0.99 0.57 0.10
O 2.55380 1.51741 0.71370 1.69 0.93 -1.18 -0.08
H 1.83834 0.92074 0.84901 -0.54 -0.81 -0.17 -0.03
H 2.90220 1.33260 -0.20520 -0.93 0.01 1.61 0.06

Record 4
23
Properties=species:S:1:pos:R:3:forces:R:3:lowdin_charge:R:1 method="wB97M-V/def2-TZVPD" lumo_ev=3.22 gap_ev=7.798 homo_ha=-0.168 charge=-1
C -0.86334 2.48262 -0.26004 3.32 1.43 -0.31 -0.17
C -1.42074 1.13222 -0.15489 -2.83 -0.20 0.19 -0.82
N -0.64676 0.27550 0.66921 1.17 -0.35 0.75 -0.09
C 0.47218 -0.31341 -0.08065 1.26 -0.24 2.37 -0.21
C 1.01406 -1.66104 0.48414 -1.33 -0.16 1.79 -0.32
N 1.97685 -2.29640 -0.34098 0.52 -0.05 0.48 -0.03
S -3.18484 1.28386 0.48363 0.32 -0.41 -0.37 0.62
P -3.77020 -0.78648 -0.14206 1.98 1.08 -0.89 0.08
O -5.20017 -0.97835 0.12521 -0.43 -0.10 -0.27 -0.39
O -3.01734 -0.86319 -1.47609 -1.33 -0.57 1.64 -0.44
O -2.91064 -1.56050 1.00900 1.64 0.01 -1.38 -0.27
H 0.23046 2.30089 -0.60677 -1.43 0.59 0.08 0.08
H -0.65273 2.95958 0.76324 -0.99 -0.32 -1.36 0.09
H -1.35479 3.12867 -1.02396 0.26 -0.29 0.97 0.08
H -1.52446 0.60864 -1.08900 -0.23 0.25 -0.59 0.06
H -0.36701 0.88309 1.46829 0.17 -1.23 -0.51 0.13
H 0.24793 -0.52413 -1.07639 -1.09 -0.02 -1.73 0.10
H 1.36146 0.36051 -0.11400 -0.27 -0.20 -0.03 0.11
H 1.57381 -1.42317 1.39107 -0.28 0.06 0.43 0.10
H 0.29857 -2.44173 0.78323 -0.56 0.80 -0.12 0.12
H 1.58295 -2.82332 -1.12098 0.65 1.12 -0.20 0.08
H 2.56809 -1.47810 -0.38730 1.15 -0.85 -2.11 0.06
H -1.95986 -1.36491 0.68974 -1.67 -0.32 1.16 0.04

Record 5
20
Properties=species:S:1:pos:R:3:forces:R:3:lowdin_charge:R:1 method="wB97M-V/def2-TZVPD" lumo_ev=0.78 gap_ev=9.421 homo_ha=-0.317 charge=0
C -2.41423 1.65977 1.31645 0.25 -0.30 -0.05 -0.07
N -2.59035 0.70386 0.23691 -0.03 -0.12 0.05 -0.03
C -2.18390 -0.58819 0.33285 -0.26 1.08 -0.37 -0.39
O -1.72673 -1.08129 1.33695 0.04 -0.42 0.12 -0.01
H -2.60168 1.15008 2.25717 -0.02 0.02 0.05 0.08
H -3.10619 2.48898 1.20968 -0.04 0.02 -0.08 0.08
H -1.38599 2.02490 1.32562 -0.03 0.14 0.11 0.09
H -2.78820 1.03952 -0.68834 -0.10 0.07 -0.03 0.12
H -2.33141 -1.08092 -0.64177 0.13 -0.48 0.17 0.14
N 2.48451 0.64103 -1.68434 -0.25 0.40 0.39 -0.02
C 2.38851 -0.11879 -0.43254 0.48 0.19 -0.15 -0.38
C 1.36670 -1.22469 -0.58879 0.01 0.03 0.00 -0.57
S 1.39165 -2.39440 0.81360 -0.28 0.11 -0.13 0.70
H 3.09998 1.43738 -1.55698 -0.07 -0.08 -0.09 0.06
H 2.87126 0.07675 -2.42068 0.16 -0.21 -0.21 0.05
H 2.11442 0.57217 0.36468 -0.17 -0.06 0.04 0.11
H 3.35789 -0.54321 -0.14180 -0.06 -0.15 0.07 0.10
H 0.37293 -0.79476 -0.68745 -0.04 -0.03 0.04 0.05
H 1.58171 -1.74543 -1.52412 -0.05 -0.20 0.10 0.06
H 0.09913 -2.22276 1.17290 0.31 -0.01 -0.03 -0.17

Record 6
19
Properties=species:S:1:pos:R:3:forces:R:3:lowdin_charge:R:1 method="wB97M-V/def2-TZVPD" lumo_ev=-5.12 gap_ev=8.081 homo_ha=-0.485 charge=+1
C -1.06401 0.82890 -0.67964 -0.41 -1.22 0.47 -0.15
C 0.82871 -1.16482 1.04223 -0.14 -0.17 -0.14 -0.52
C -0.22284 1.94004 -0.90548 0.54 -0.74 0.82 -0.16
C -0.39146 -2.35208 -1.17359 -0.24 0.23 -0.01 -0.33
N -0.04155 2.90501 -0.03375 -0.23 -0.24 -0.33 0.18
N 0.85755 0.04094 1.84256 -0.09 0.31 0.31 -0.07
P -0.86558 -1.40397 0.31848 1.02 1.58 -0.76 1.08
H -1.39368 0.33439 -1.58217 -0.19 0.16 -0.21 0.05
H -1.83941 0.99918 0.05550 -0.21 0.14 -0.05 0.05
H 1.58028 -1.08129 0.25180 -0.17 -0.11 0.02 0.09
H 1.04607 -2.09081 1.61047 -0.08 0.07 -0.18 0.09
H 0.35708 1.99080 -1.81808 0.00 0.18 -0.07 0.14
H 0.05509 -3.29750 -0.85998 0.01 -0.05 0.12 0.05
H 0.33342 -1.81742 -1.78459 0.05 -0.03 0.03 0.05
H -1.27490 -2.57889 -1.76624 -0.02 -0.04 -0.03 0.04
H -0.53945 2.88339 0.84612 0.12 0.02 -0.01 0.14
H 0.56792 3.68907 -0.20962 -0.02 -0.06 -0.06 0.14
H 1.78635 0.20197 2.21594 -0.07 -0.03 0.03 0.08
H 0.22041 -0.02689 2.63002 0.13 0.00 0.03 0.07